Entry 1:
C4H12NO3 | ωB97M-V with the def2-TZVPD basis set

The geometry in XYZ format:
```
20
C4H12NO3, DFT ωB97M-V with the def2-TZVPD basis set
C 0.70 -1.59 -1.10
O -0.47 -1.97 -0.40
C 0.87 -0.05 -0.47
C -0.26 0.84 -1.06
C 0.12 2.31 -0.60
O 0.51 2.38 0.57
N 0.63 -0.30 0.99
H 0.47 -1.50 -2.27
H 1.55 -2.23 -0.92
H -1.21 -2.09 -0.96
H 1.96 0.25 -0.80
H -1.32 0.33 -0.82
H -0.05 0.86 -2.15
H 0.05 3.05 -1.36
H 1.16 0.46 1.57
H -0.51 -0.32 1.25
H 1.18 -1.13 1.10
H -1.37 1.00 2.60
H -2.21 -0.48 2.70
O -1.79 0.18 2.13
```

The calculation puts the highest occupied orbital energy at -14.012 eV. The net charge is +1. The orbital gap comes out at 10.7896 eV. As for the energy above the lowest of the compared OMol25 structures with the same formula, charge and spin: 69.8 kcal per mole. The calculation puts the max |F| at 5.161 eV/Å.



Entry 2:
C4H9N3O | ωB97M-V with the def2-TZVPD basis set

The geometry in XYZ format:
```
17
C4H9N3O, DFT ωB97M-V with the def2-TZVPD basis set
H -2.66 -1.15 0.37
N -2.75 -0.55 -0.44
C -1.75 0.21 -0.47
N -0.66 0.31 0.49
C 0.01 -0.91 0.98
C 0.46 -1.68 -0.25
O 1.66 -1.84 -0.50
N 0.13 1.33 0.02
C 1.54 1.30 -0.30
H -1.58 1.10 -1.20
H 0.83 -0.53 1.60
H -0.60 -1.50 1.65
H -0.41 -2.01 -0.98
H 0.08 2.08 0.71
H 2.01 2.26 -0.62
H 2.21 0.70 0.33
H 1.48 0.88 -1.37
```

The calculation puts the highest occupied orbital energy at -8.867 eV. The net charge is 0. The orbital gap comes out at 9.5997 eV. As for the energy above the lowest of the compared OMol25 structures with the same formula, charge and spin: 94.6 kcal per mole. The calculation puts the max |F| at 5.266 eV/Å. The SMILES is [H]/N=C\N(CC=O)NC.



Entry 3:
C60H70F6N10P | ωB97M-V with the def2-TZVPD basis set

The geometry in XYZ format:
```
147
C60H70F6N10P, DFT ωB97M-V with the def2-TZVPD basis set
C 1.05 9.76 11.56
N -0.24 10.19 10.85
C -0.13 10.58 9.59
C -1.22 10.59 8.76
C -2.51 10.40 9.26
C -2.66 10.07 10.64
C -1.53 9.98 11.44
C -3.66 10.21 8.28
C -3.80 10.94 7.14
C -4.84 10.70 6.28
N -5.90 9.94 6.59
C -5.81 9.24 7.79
C -4.68 9.32 8.58
C -7.08 9.83 5.68
H 1.63 9.17 10.93
H 0.72 9.27 12.44
H 1.59 10.62 11.85
H 0.82 10.85 9.18
H -1.07 10.60 7.67
H -3.61 9.81 11.09
H -1.50 9.70 12.44
H -2.97 11.48 6.85
H -4.89 11.13 5.28
H -6.60 8.55 8.03
H -4.66 8.73 9.50
H -7.94 9.71 6.31
H -6.81 8.96 5.04
H -7.16 10.72 5.03
C 7.28 -10.48 4.47
N 6.32 -11.27 5.24
C 6.09 -12.54 4.87
C 5.13 -13.29 5.55
C 4.23 -12.73 6.47
C 4.54 -11.40 6.80
C 5.59 -10.71 6.21
C 3.10 -13.50 7.07
C 1.86 -13.59 6.45
C 0.87 -14.29 7.05
N 1.00 -14.88 8.25
C 2.18 -14.81 8.88
C 3.24 -14.18 8.29
C -0.11 -15.31 9.06
H 6.84 -10.36 3.41
H 8.20 -10.99 4.45
H 7.44 -9.48 4.94
H 6.69 -12.88 4.06
H 5.06 -14.32 5.27
H 3.87 -10.80 7.44
H 5.68 -9.69 6.42
H 1.70 -13.04 5.54
H -0.13 -14.45 6.66
H 2.31 -15.26 9.85
H 4.19 -14.28 8.80
H 0.17 -16.13 9.67
H -0.87 -15.78 8.39
H -0.49 -14.47 9.71
C 8.31 -10.77 -9.50
N 7.17 -9.83 -9.18
C 6.75 -8.95 -10.11
C 5.63 -8.17 -9.93
C 4.85 -8.37 -8.74
C 5.32 -9.36 -7.83
C 6.45 -10.08 -8.07
C 3.64 -7.62 -8.48
C 2.49 -8.21 -7.87
C 1.40 -7.42 -7.52
N 1.45 -6.07 -7.75
C 2.54 -5.53 -8.25
C 3.68 -6.23 -8.61
C 0.26 -5.31 -7.35
H 7.94 -11.80 -9.49
H 9.00 -10.63 -8.61
H 8.76 -10.43 -10.40
H 7.35 -8.97 -11.02
H 5.25 -7.55 -10.69
H 4.64 -9.42 -6.98
H 6.80 -10.86 -7.36
H 2.38 -9.26 -7.62
H 0.53 -7.91 -7.10
H 2.54 -4.47 -8.41
H 4.55 -5.63 -8.86
H 0.04 -5.65 -6.32
H -0.53 -5.67 -8.03
H 0.39 -4.26 -7.51
C -17.78 0.03 4.97
N -17.68 -0.12 3.49
C -17.77 0.95 2.67
C -17.46 0.96 1.32
C -16.97 -0.29 0.81
C -16.99 -1.45 1.63
C -17.34 -1.33 2.99
C -16.44 -0.30 -0.60
C -16.15 0.92 -1.28
C -15.76 0.93 -2.58
N -15.63 -0.24 -3.25
C -15.84 -1.41 -2.61
C -16.21 -1.47 -1.25
C -15.17 -0.25 -4.70
H -18.70 0.53 5.31
H -16.84 0.49 5.33
H -18.08 -0.90 5.45
H -17.97 1.87 3.13
H -17.50 1.86 0.81
H -16.75 -2.38 1.27
H -17.13 -2.12 3.70
H -16.17 1.83 -0.72
H -15.44 1.81 -3.14
H -15.58 -2.31 -3.24
H -16.44 -2.48 -0.89
H -14.23 0.33 -4.86
H -16.04 0.13 -5.16
H -14.90 -1.30 -5.08
C 17.05 11.93 -6.81
N 15.60 11.78 -7.05
C 14.71 11.83 -6.06
C 13.35 11.63 -6.29
C 12.90 11.35 -7.58
C 13.82 11.33 -8.64
C 15.17 11.53 -8.34
C 11.44 11.16 -7.81
C 10.78 11.81 -8.77
C 9.40 11.66 -8.92
N 8.67 10.94 -8.06
C 9.32 10.24 -7.03
C 10.72 10.32 -6.91
C 7.15 11.04 -8.18
H 17.26 11.95 -5.74
H 17.36 12.90 -7.26
H 17.50 11.10 -7.31
H 15.03 12.08 -5.00
H 12.60 11.77 -5.51
H 13.55 11.29 -9.67
H 15.96 11.45 -9.08
H 11.28 12.35 -9.55
H 8.78 12.13 -9.71
H 8.62 9.65 -6.43
H 11.30 9.87 -6.15
H 6.91 11.54 -9.11
H 6.80 11.56 -7.28
H 6.79 9.99 -8.24
P -4.93 -2.29 0.83
F -3.89 -3.34 0.94
F 7.69 4.21 4.30
F 6.91 3.33 3.72
F -4.61 -1.01 1.24
F -6.02 -2.03 -0.29
F -6.14 -3.03 2.47
```

The calculation puts the highest occupied orbital energy at -13.111 eV. The net charge is +9. The orbital gap comes out at 0.8050 eV. As for the energy above the lowest of the compared OMol25 structures with the same formula, charge and spin: 54.0 kcal per mole. The calculation puts the max |F| at 11.884 eV/Å.



Entry 4:
C14H39FNO6S5 | ωB97M-V with the def2-TZVPD basis set

The geometry in XYZ format:
```
66
C14H39FNO6S5, DFT ωB97M-V with the def2-TZVPD basis set
C 1.35 -1.29 1.01
O 0.45 -0.37 1.58
C -0.79 -0.39 0.88
N -1.77 0.20 1.71
C -2.99 0.27 0.98
C -3.68 -1.10 0.64
F -3.30 -2.09 1.53
H 2.36 -0.99 1.30
H 1.31 -1.25 -0.08
H 1.18 -2.32 1.36
H -1.00 -1.45 0.63
H -0.69 0.16 -0.10
H -3.70 0.84 1.57
H -2.82 0.82 0.03
H -3.36 -1.42 -0.35
H -4.76 -1.07 0.72
C -3.69 2.79 4.37
S -5.10 1.84 3.78
O -5.70 2.60 2.66
C -6.13 2.16 5.22
H -2.93 2.76 3.59
H -3.99 3.82 4.56
H -3.30 2.32 5.28
H -6.26 3.23 5.36
H -5.66 1.72 6.11
H -7.10 1.69 5.05
C 1.80 1.17 -3.12
S 2.19 -0.58 -3.29
O 2.66 -1.05 -1.95
C 3.66 -0.37 -4.30
H 0.91 1.26 -2.49
H 2.64 1.69 -2.66
H 1.58 1.58 -4.11
H 4.39 0.26 -3.78
H 3.40 0.07 -5.26
H 4.07 -1.37 -4.43
C 4.55 -5.91 -3.43
S 3.42 -4.51 -3.38
O 4.10 -3.38 -4.08
C 3.58 -4.18 -1.62
H 4.64 -6.24 -4.46
H 5.53 -5.61 -3.06
H 4.15 -6.72 -2.82
H 4.62 -3.99 -1.37
H 3.20 -5.04 -1.06
H 2.98 -3.30 -1.40
C -2.50 3.89 -4.64
S -2.11 2.15 -4.82
O -1.64 1.66 -3.50
C -0.64 2.40 -5.84
H -3.37 3.97 -4.00
H -1.66 4.42 -4.18
H -2.73 4.32 -5.62
H 0.07 3.03 -5.31
H -0.93 2.87 -6.78
H -0.20 1.42 -6.04
C 1.43 -0.80 4.70
S 2.83 0.32 4.75
O 3.95 -0.38 5.44
C 2.11 1.46 5.94
H 1.68 -1.62 4.03
H 1.24 -1.18 5.70
H 0.55 -0.28 4.31
H 1.87 0.93 6.86
H 1.21 1.91 5.52
H 2.84 2.24 6.15
```

The calculation puts the highest occupied orbital energy at -1.567 eV. The net charge is -1. The orbital gap comes out at 3.6879 eV. The calculation puts the max |F| at 1.452 eV/Å.



Entry 5:
C6H24BClCrO6S | ωB97M-V with the def2-TZVPD basis set

The geometry in XYZ format:
```
40
C6H24BClCrO6S, DFT ωB97M-V with the def2-TZVPD basis set
Cr 0.68 -0.27 -0.09
Cl -0.79 -2.14 -0.71
B 2.15 1.37 0.52
H 2.79 2.39 0.56
H 1.08 1.65 0.02
H 2.72 0.57 -0.17
H 1.97 0.96 1.65
O -0.57 -0.10 1.75
S -1.63 -0.18 2.72
O -1.43 0.28 4.03
O -2.87 0.60 2.18
C -3.10 0.65 0.76
C -2.78 2.03 0.23
C -2.21 -1.83 2.71
H -4.16 0.44 0.60
H -2.54 -0.14 0.25
H -2.84 2.06 -0.86
H -1.78 2.35 0.55
H -3.51 2.75 0.60
H -2.59 -2.04 1.71
H -2.96 -1.89 3.49
H -1.37 -2.48 2.92
C -0.43 2.11 -2.12
O -0.69 0.90 -1.41
H 0.03 1.89 -3.09
H -1.36 2.65 -2.30
H 0.23 2.72 -1.52
H -1.56 0.56 -1.65
C 2.58 -2.83 0.41
O 1.91 -1.72 0.99
H 3.56 -2.53 0.04
H 2.69 -3.64 1.13
H 1.97 -3.19 -0.41
H 2.33 -1.50 1.83
C 2.69 -0.18 -3.00
O 1.70 -0.68 -2.11
H 2.30 -0.11 -4.02
H 2.96 0.82 -2.67
H 3.56 -0.83 -3.04
H 1.28 -1.46 -2.48
```

The calculation puts the highest occupied orbital energy (alpha / beta) at -7.714 / -9.716 eV. The net charge is 0. The orbital gap (alpha / beta) comes out at 8.1505 / 10.1450 eV. The expectation value of S² is 6.008. As for the spin multiplicity: 5. As for the energy above the lowest of the compared OMol25 structures with the same formula, charge and spin: 0.0 kcal per mole. The calculation puts the max |F| at 1.301 eV/Å.



Entry 6:
C28H29N5O5SSn | ωB97M-V with the def2-TZVPD basis set

The geometry in XYZ format:
```
69
C28H29N5O5SSn, DFT ωB97M-V with the def2-TZVPD basis set
Sn -0.55 0.40 0.14
C 0.30 -1.66 3.00
C -1.09 -1.12 3.02
C -2.00 -1.67 3.93
C -3.27 -1.16 4.03
C -3.60 -0.06 3.27
C -2.68 0.45 2.38
N -1.45 -0.10 2.22
C -2.97 1.65 1.56
C -4.13 2.39 1.73
C -4.33 3.50 0.92
C -3.39 3.83 -0.03
C -2.25 3.04 -0.15
N -2.05 1.99 0.65
C -1.19 3.35 -1.13
C -1.41 4.19 -2.21
C -0.34 4.51 -3.02
C 0.91 4.01 -2.69
C 1.05 3.15 -1.61
C 2.41 2.64 -1.24
N -0.01 2.79 -0.86
H 0.60 -1.88 4.03
H 0.35 -2.59 2.44
H 1.00 -0.95 2.59
H -1.67 -2.50 4.54
H -3.98 -1.60 4.72
H -4.58 0.38 3.36
H -4.85 2.13 2.48
H -5.22 4.10 1.04
H -3.51 4.71 -0.64
H -2.40 4.58 -2.43
H -0.47 5.16 -3.88
H 1.79 4.29 -3.26
H 3.18 3.30 -1.64
H 2.51 2.61 -0.16
H 2.57 1.64 -1.64
C 1.74 -6.14 -0.64
O 2.85 -5.27 -0.41
C 2.63 -3.99 -0.17
C 3.80 -3.22 0.07
C 3.68 -1.90 0.37
C 2.40 -1.25 0.43
C 2.34 0.07 0.91
C 3.54 0.74 1.51
O 1.27 0.80 0.96
C 1.24 -2.03 0.13
O 0.03 -1.55 0.14
C 1.38 -3.40 -0.13
H 2.17 -7.12 -0.80
H 1.19 -5.83 -1.53
H 1.08 -6.16 0.23
H 4.76 -3.71 0.02
H 4.57 -1.33 0.57
H 4.04 0.09 2.22
H 3.23 1.65 2.01
H 4.26 0.99 0.73
H 0.47 -3.96 -0.31
O -3.26 -1.86 0.48
S -3.20 -1.19 -0.80
N -2.14 -0.17 -1.06
C -0.08 -1.44 -3.18
C 0.39 -0.05 -2.94
N 0.72 0.69 -3.99
O 0.51 0.47 -1.79
H 0.02 -1.72 -4.23
H -1.12 -1.51 -2.88
H 0.50 -2.13 -2.57
H 0.69 0.32 -4.92
H 1.01 1.65 -3.85
```

The calculation puts the highest occupied orbital energy at -13.884 eV. The net charge is +2. The orbital gap comes out at 7.7410 eV. As for the energy above the lowest of the compared OMol25 structures with the same formula, charge and spin: 0.0 kcal per mole. The calculation puts the max |F| at 0.445 eV/Å.



Number 5 is which compound?
C6H24BClCrO6S



What is the formula in the sixth record?
C28H29N5O5SSn



The lowest max |F| belongs to which entry?
C28H29N5O5SSn